A structure of composition C5H8LiMgO4, computed with the ωB97M-V functional and the def2-TZVPD basis.

Its HOMO energy (spin up / spin down) is -6.28 / -7.81 eV. The value obtained for the relative energy (zero: lowest compared OMol25 entry of this formula, charge and spin) is 17.0 kcal per mole. For the total energy, the calculation gives -19153.0654 eV. The calculation puts the largest force on an atom at 2.79 eV/Å. As for the charge: 0. The spin multiplicity is 2.

Element x y z (Å)
C (-0.9477, -2.6302, -0.2932)
C (-0.5396, -1.8490, 0.9486)
O (0.7700, -1.4963, 0.9466)
Li (1.7368, -1.0549, -0.4791)
H (-1.9575, -3.0571, -0.1923)
H (-0.9164, -1.9689, -1.1740)
H (-0.2309, -3.4440, -0.4886)
H (-0.7957, -2.3959, 1.8832)
H (-1.2138, -0.8485, 1.0570)
O (0.2427, 3.0328, 1.0342)
C (2.0597, 1.0622, -0.8577)
C (-0.5047, 2.0835, 0.7531)
O (2.9732, 1.8757, -0.7202)
O (0.8606, 1.8093, -1.1613)
C (-0.3344, 1.3705, -0.5557)
Mg (1.7588, 3.6458, -0.3951)
H (-1.4934, 2.0026, 1.2384)
H (-1.1942, 1.5806, -1.2093)
H (-0.2733, 0.2819, -0.3346)